# C49H100F12O29S3

11 unconnected molecules or ions with the total composition C49H100F12O29S3 (ωB97M-V/def2-TZVPD, the OMol25 dataset).

Structure (XYZ):
```
193
Properties=species:S:1:pos:R:3:forces:R:3
C -21.1314 -26.2583 21.8845 -0.302 0.721 -0.573
O -20.9653 -25.0994 21.0405 0.684 -0.462 0.829
C -21.2329 -23.8292 21.6412 -0.394 -1.333 0.377
C -20.9502 -22.7556 20.6534 0.226 0.158 -0.722
O -19.6752 -22.9388 20.0335 -1.253 0.528 -0.622
C -19.4837 -22.2402 18.7830 1.121 -0.892 0.213
C -18.4610 -23.0928 17.9909 0.287 0.419 0.748
O -17.0986 -22.9958 18.4375 0.031 0.614 -0.797
C -16.7679 -23.3044 19.7662 -0.777 -0.234 1.138
H -22.1720 -26.3836 22.1837 -0.265 0.155 0.067
H -20.5312 -26.2454 22.7943 0.262 0.248 -0.047
H -20.8753 -27.1352 21.2898 0.175 0.198 -0.048
H -20.7493 -23.5944 22.5894 0.512 -0.712 0.188
H -22.3071 -23.8574 21.8235 -0.276 0.563 0.356
H -20.9854 -21.7861 21.1504 -0.162 0.181 0.055
H -21.8062 -22.8403 19.9839 0.336 0.405 -0.909
H -19.1329 -21.2242 18.9641 0.518 0.110 0.190
H -20.3451 -22.0677 18.1377 -0.699 -0.668 0.299
H -18.4760 -22.8139 16.9372 0.332 0.357 0.029
H -18.7745 -24.1367 17.9886 -0.205 -0.175 0.412
H -17.1204 -24.2960 20.0503 0.078 -0.347 -0.126
H -17.2189 -22.6511 20.5132 -0.411 0.410 -0.191
H -15.7088 -23.2167 20.0087 0.215 -0.107 -0.912
C -26.7987 -14.1796 24.2859 -0.765 0.023 -0.591
O -25.7989 -14.8887 23.6421 1.225 -0.755 -0.574
C -26.2777 -15.8984 22.7507 0.122 0.003 0.763
C -25.1609 -16.1424 21.7514 0.079 -0.884 -0.403
O -25.4680 -17.0769 20.6449 0.001 1.353 1.898
C -26.3644 -16.5195 19.7084 0.499 -0.560 -1.013
C -26.9326 -17.6625 18.8532 0.324 1.582 0.356
O -27.6997 -16.9860 17.8428 0.034 -1.262 0.878
C -28.2364 -17.9057 16.9193 -0.730 0.860 -0.876
H -27.5465 -14.8330 24.7354 -0.066 -0.204 0.300
H -27.2958 -13.6552 23.4699 -0.489 0.820 0.439
H -26.3723 -13.5343 25.0538 0.012 0.055 -0.281
H -27.2072 -15.6172 22.2556 -0.154 0.265 0.006
H -26.4672 -16.7573 23.3944 -0.206 -0.454 -0.356
H -24.3294 -16.5639 22.3163 0.080 -0.203 -0.328
H -24.8319 -15.1578 21.4190 -0.020 0.003 -0.542
H -25.8030 -15.9675 18.9546 0.191 0.672 0.139
H -27.1124 -15.8482 20.1304 -0.195 -0.274 0.118
H -27.4609 -18.3782 19.4831 -0.503 -0.078 -0.300
H -26.0568 -18.1351 18.4085 -0.072 -0.382 -0.159
H -27.4598 -18.3731 16.3138 0.110 -0.409 0.176
H -28.8550 -17.3258 16.2343 0.155 0.255 -0.187
H -28.9682 -18.6040 17.3256 0.442 -0.398 0.504
C -18.7839 -18.6467 20.8527 -0.102 0.624 0.803
O -18.5205 -18.1942 22.2068 0.726 0.192 -0.786
C -17.5384 -18.9145 22.9450 -1.870 -1.227 0.517
C -16.1438 -18.9542 22.4726 0.958 0.541 -1.947
O -16.0982 -19.7645 21.2570 -0.186 0.374 1.480
C -14.8509 -19.9184 20.6164 -0.242 -0.351 0.514
C -13.7254 -20.6702 21.3690 -1.267 -0.039 0.735
O -14.0080 -22.0008 21.8735 -0.911 0.446 -0.030
C -14.9122 -22.0999 23.0384 0.925 0.609 -0.855
H -19.7633 -18.2235 20.6297 0.101 -0.047 -0.148
H -18.8284 -19.7299 20.7403 0.074 -0.187 0.362
H -18.0447 -18.2703 20.1456 0.023 0.047 0.089
H -17.9563 -19.9209 22.9701 0.335 -0.568 0.280
H -17.5746 -18.5427 23.9690 -0.010 0.262 -0.058
H -15.3732 -19.2192 23.1965 -0.397 -0.759 0.331
H -15.8859 -17.9102 22.2945 0.231 0.347 -0.792
H -14.4941 -18.9259 20.3413 0.427 0.147 -0.094
H -15.0916 -20.4535 19.6978 0.065 -0.089 -0.043
H -13.3628 -20.0973 22.2225 0.108 0.349 0.041
H -12.9521 -20.6753 20.6008 0.378 -0.734 0.293
H -14.5549 -21.4585 23.8441 0.329 0.002 0.141
H -14.9016 -23.1368 23.3744 0.165 0.092 -0.237
H -15.9403 -21.7835 22.8626 0.023 -0.106 -0.572
C -24.1104 -14.7547 11.4385 0.290 -0.404 -0.533
O -24.0515 -16.1252 10.9694 -0.090 2.647 -0.330
C -23.6226 -17.0857 11.8562 0.358 -1.340 0.705
C -22.2956 -16.9221 12.5705 1.918 1.038 -1.077
O -21.2509 -16.6703 11.5549 0.347 -1.000 1.019
C -19.9216 -16.4063 12.0803 -1.096 1.522 -0.688
C -18.8899 -16.3509 10.9401 -1.342 -0.659 -0.260
O -18.8940 -15.1900 10.1345 0.950 -0.127 0.371
C -18.1466 -14.1931 10.7603 -0.344 1.987 1.202
H -23.1383 -14.3079 11.6469 0.377 -0.565 0.570
H -24.7905 -14.6366 12.2820 0.026 -0.072 0.152
H -24.4207 -14.0883 10.6336 -0.598 -0.587 -0.264
H -23.5879 -17.9607 11.2072 0.192 -0.358 0.264
H -24.3448 -17.2902 12.6466 -0.299 0.041 0.143
H -21.9912 -17.7556 13.2035 -0.385 -0.667 -0.323
H -22.2789 -16.1087 13.2960 -0.276 0.628 -0.128
H -19.5339 -17.0369 12.8804 -0.444 -0.733 -0.017
H -20.0315 -15.4140 12.5178 0.427 0.286 0.311
H -19.1874 -17.1328 10.2415 0.297 -0.357 0.105
H -17.9031 -16.5325 11.3661 0.216 -0.064 -0.099
H -18.6748 -13.8226 11.6388 -0.540 0.239 0.139
H -17.9782 -13.3026 10.1546 -0.290 -0.363 -0.546
H -17.1873 -14.3861 11.2405 0.484 -1.199 -0.637
O -17.5860 -22.6034 14.1721 -1.061 -0.216 -0.969
S -18.4105 -22.9813 13.0458 -0.388 0.435 -0.952
O -19.7906 -23.4765 13.2151 2.338 1.187 -0.297
O -18.3834 -21.6183 12.0426 -0.898 -1.809 1.408
C -19.2708 -21.5620 10.8885 0.867 0.302 -0.310
C -19.0640 -20.1388 10.3752 -0.192 -0.419 0.075
C -17.4840 -24.1429 11.9830 -0.593 0.672 0.569
H -20.3050 -21.8478 11.0803 0.024 0.314 0.600
H -18.9249 -22.2665 10.1321 0.213 -0.180 -0.030
H -18.0339 -20.0159 10.0408 0.003 -0.078 0.015
H -19.2178 -19.4299 11.1888 -0.289 0.053 -0.125
H -19.7279 -19.9402 9.5339 -0.071 0.155 0.101
H -16.9060 -23.5438 11.2794 -0.090 -0.053 0.025
H -18.2543 -24.7471 11.5039 0.346 -0.123 -0.033
H -16.8017 -24.6988 12.6261 -0.273 -0.099 -0.036
O -25.1274 -20.4835 13.8368 3.150 -0.360 1.125
S -23.7289 -20.5981 14.3279 -1.796 -1.700 -0.672
O -23.0685 -19.4836 14.9113 0.038 0.644 -0.119
O -23.5825 -21.8164 15.4222 0.703 1.819 -1.137
C -24.7646 -22.4195 15.8049 -2.121 -1.181 0.728
C -24.4718 -23.6306 16.6571 -0.211 -1.073 0.274
C -22.6560 -21.3832 13.1198 -0.591 0.625 -0.375
H -25.3380 -22.7002 14.9214 -0.033 -0.149 -0.059
H -25.4333 -21.7688 16.3684 0.291 0.515 0.042
H -24.4510 -24.5548 16.0796 0.590 0.096 -0.283
H -25.2791 -23.8654 17.3508 -0.205 0.523 0.111
H -23.5713 -23.5509 17.2661 0.076 0.169 -0.214
H -21.7140 -21.6430 13.6027 -0.165 -0.003 -0.024
H -22.5272 -20.6740 12.3021 0.207 0.177 0.095
H -23.1594 -22.2481 12.6879 -0.009 -0.071 0.376
O -13.3568 -19.9190 9.2616 -1.403 -0.665 0.384
S -14.5510 -20.7458 9.3391 0.064 -0.119 -0.190
O -14.4433 -22.1654 9.0878 -0.356 1.156 0.673
O -15.2700 -20.5620 10.8177 -0.223 -0.694 -1.515
C -15.1528 -19.2658 11.4582 0.229 0.359 -0.268
C -16.1656 -18.9856 12.5844 -0.011 -0.188 -0.363
C -15.7745 -20.0346 8.1396 1.755 -0.507 1.622
H -15.3155 -18.4892 10.7108 0.044 0.078 -0.178
H -14.0892 -19.2451 11.6955 -0.228 0.528 0.752
H -16.2402 -19.7233 13.3833 0.449 0.004 -0.029
H -17.1878 -18.8437 12.2337 0.014 -0.400 -0.540
H -15.9530 -17.9895 12.9728 0.514 -0.114 0.320
H -15.1904 -20.1008 7.2217 -0.364 0.118 -0.101
H -15.7998 -19.0165 8.5282 -0.672 0.092 -0.528
H -16.6903 -20.6255 8.1467 0.140 0.315 0.004
C -19.4640 -19.7990 14.9197 0.356 0.981 -0.068
C -19.8469 -18.6808 15.9094 1.201 -0.517 0.140
O -20.9044 -19.1737 16.6789 -1.895 0.224 2.455
C -21.2727 -18.5657 17.8401 2.153 0.599 -0.739
O -20.7465 -17.5713 18.3424 -1.585 -2.382 -1.187
C -22.4356 -19.3956 18.4798 0.336 0.054 -0.117
F -23.5204 -18.6064 18.4575 0.132 -0.599 0.257
F -22.7061 -20.5423 17.7831 0.299 1.392 1.384
F -22.1086 -19.6844 19.7752 -0.588 0.021 -1.434
H -19.1649 -20.7698 15.3151 -0.357 0.185 0.764
H -18.5323 -19.4635 14.4642 -0.155 0.097 -0.614
H -20.2525 -19.9828 14.1900 0.134 0.250 -0.137
H -20.1235 -17.7096 15.4989 -0.123 -0.175 -0.588
H -19.0202 -18.4581 16.5840 0.207 -0.109 0.006
C -22.4141 -14.9547 19.3090 -0.101 0.541 -0.609
C -21.2472 -14.8841 20.2136 1.848 -0.139 -0.524
O -21.6520 -14.3743 21.4637 -0.559 0.249 2.854
C -21.4720 -13.0858 21.7770 1.696 0.834 -3.668
O -21.0423 -12.2596 20.9601 -1.144 -1.534 2.429
C -21.7608 -12.7167 23.2420 0.143 0.065 0.292
F -22.7199 -13.4368 23.7724 -0.728 -0.853 0.136
F -20.6711 -12.8782 24.0131 0.175 -0.025 -0.410
F -22.1360 -11.4514 23.3267 0.108 0.570 -0.224
H -22.0534 -15.2041 18.3111 -0.129 0.318 -0.135
H -22.7631 -13.9260 19.3980 -0.780 -0.075 -0.818
H -23.1944 -15.6791 19.5426 0.136 0.030 0.456
H -20.4716 -14.1962 19.8772 -0.276 0.170 -0.620
H -20.6951 -15.8209 20.2891 -0.447 -0.233 0.834
C -24.6491 -16.4078 16.0351 -0.119 -0.285 0.186
C -25.8523 -15.6698 15.4143 1.597 -0.053 0.363
O -26.1284 -16.3352 14.1658 -2.628 0.938 -1.647
C -27.2665 -15.8637 13.4914 -0.501 2.447 3.836
O -28.0932 -15.0572 13.9629 2.974 -2.544 -1.564
C -27.5026 -16.4974 12.1425 0.224 0.667 -1.363
F -27.4317 -15.6184 11.0873 0.148 -0.474 1.283
F -26.6465 -17.4679 11.9049 0.054 -0.497 -0.178
F -28.7383 -16.9535 12.1651 -0.616 -0.619 -0.203
H -23.6660 -16.4199 15.5645 -0.232 0.625 -0.798
H -24.8627 -17.4750 16.0944 -0.323 -0.035 0.324
H -24.4339 -16.0163 17.0293 -0.350 -0.051 0.179
H -25.6141 -14.6298 15.1909 -0.039 0.065 0.000
H -26.6661 -15.6861 16.1393 -0.259 -0.233 -0.425
C -11.8242 -16.5302 18.5886 -0.572 -0.411 -0.181
C -12.5482 -17.8833 18.2512 -0.148 2.009 -0.820
O -14.0069 -17.6516 18.1353 -0.972 -0.140 -0.707
C -14.6314 -17.0343 17.0773 4.009 -0.356 0.045
O -14.0066 -16.4274 16.2234 -1.956 -0.994 1.090
C -16.1670 -17.2302 17.1540 0.898 1.383 -0.426
F -16.6641 -15.9925 17.3178 -0.445 -0.118 -0.332
F -16.6229 -17.7354 15.9789 0.079 0.065 1.144
F -16.5260 -17.9322 18.2034 -0.404 -0.714 -0.361
H -12.3958 -15.8674 19.2383 -0.047 -0.499 0.526
H -11.7437 -15.9130 17.6938 0.095 -0.403 -0.297
H -10.8160 -16.6767 18.9762 -0.131 -0.146 0.117
H -12.4806 -18.7308 18.9333 0.059 0.514 0.295
H -12.1235 -18.1940 17.2966 -0.427 -0.202 -0.173
```
Forces are in eV/Å.

Computed properties:
DFT total energy = -6501.55923 Eh
2S+1 = 1
strongest force on any atom = 4.58 eV Å⁻¹
structure (SMILES) = CCOC(=O)C(F)(F)F.CCOC(=O)C(F)(F)F.CCOC(=O)C(F)(F)F.CCOC(=O)C(F)(F)F.CCOS(C)(=O)=O.CCOS(C)(=O)=O.CCOS(C)(=O)=O.COCCOCCOC.COCCOCCOC.COCCOCCOC.COCCOCCOC
LUMO energy = 0.115 eV
relative energy (zero: lowest compared OMol25 entry of this formula, charge and spin) = 1.960 eV
orbital gap = 9.41 eV